No. 1
Computed, not measured: a structure of composition C13H16Cl2FeN2 at a distorted geometry, with ωB97M-V/def2-TZVPD.

The multiplicity is 6. Its charge is -1. The frontier orbital gap (spin up / spin down) comes out at 5.6 / 7.3 eV. Its HOMO energy (spin up / spin down) is -2.650 / -4.435 eV.

Geometry as XYZ:
```
34
Properties=species:S:1:pos:R:3:mulliken_spin:R:1
Fe 1.710 -0.337 -0.072 3.69
Cl 0.666 -1.934 -1.033 0.12
Cl 2.779 1.486 -0.311 0.13
C 2.767 -1.112 1.160 0.72
H 3.768 -0.761 1.503 -0.01
H 2.537 -2.175 1.352 -0.01
C -1.048 1.320 -1.926 0.03
C 0.061 0.960 -2.502 -0.01
H -1.064 1.994 -1.059 0.00
C 0.133 0.118 -3.765 0.00
H 1.014 1.375 -2.148 -0.01
C -1.258 -0.180 -4.366 0.00
H 0.754 0.624 -4.519 0.00
H 0.613 -0.847 -3.538 0.00
C -2.279 -0.429 -3.252 0.00
H -1.580 0.693 -4.955 0.00
H -1.214 -1.029 -5.056 0.00
C -2.396 0.843 -2.395 -0.01
H -3.247 -0.724 -3.672 0.00
H -1.961 -1.257 -2.614 0.00
H -2.884 1.621 -2.997 0.00
H -3.079 0.690 -1.557 0.00
N 2.055 -0.523 6.394 0.05
C 1.523 -0.412 5.355 -0.01
C 0.825 -0.309 4.077 0.10
C -0.571 -0.379 4.073 -0.01
C -1.255 -0.374 2.859 0.09
C -0.525 -0.312 1.673 0.02
N 0.834 -0.236 1.679 0.06
C 1.521 -0.214 2.853 0.00
H -1.108 -0.436 5.018 0.00
H -2.342 -0.422 2.810 0.01
H -0.992 -0.371 0.684 0.01
H 2.585 0.064 2.872 0.04
```

No. 2
Computed, not measured: a structure of composition C13H16CuO5Se at a distorted geometry, with ωB97M-V/def2-TZVPD.

The multiplicity is 2. The frontier orbital gap (spin up / spin down) comes out at 5.9 / 5.8 eV. Its HOMO energy (spin up / spin down) is -7.918 / -7.804 eV.

Geometry as XYZ:
```
36
Properties=species:S:1:pos:R:3:mulliken_spin:R:1
Cu 1.638 0.059 0.158 0.26
O 5.866 0.262 -0.233 0.00
C 4.492 -0.380 -0.075 0.00
O 3.467 -0.266 -0.786 0.01
C 4.163 -0.260 1.635 0.00
O 3.077 0.192 1.876 0.01
C 3.013 1.506 2.161 0.00
C 3.187 2.470 0.844 0.00
O 3.677 3.562 0.990 0.00
O 1.713 1.820 0.087 0.05
H 6.311 -0.749 -1.372 0.00
H 4.285 -1.119 2.327 0.00
H 4.953 0.330 1.906 0.00
H 1.814 1.598 2.435 0.00
H 3.787 1.900 2.961 0.00
C -5.326 0.280 -1.200 0.00
C -3.889 0.055 -1.273 0.02
C -3.213 0.105 0.265 -0.02
C -1.954 -0.001 0.588 0.00
C -0.943 0.944 1.488 0.01
C -1.593 -0.740 -0.456 -0.03
Se 0.164 -1.302 -0.242 0.62
C -1.830 -1.643 -1.236 0.09
C -1.539 -2.519 -2.471 0.00
C -3.559 -1.051 -1.506 -0.02
H -5.969 1.127 -0.444 0.00
H -6.062 -0.402 -0.960 0.00
H -5.663 0.851 -2.171 0.00
H -3.262 1.043 0.613 0.00
H -1.798 1.384 1.776 0.00
H 0.006 1.008 0.929 -0.01
H -1.136 0.011 2.103 0.00
H -0.487 -2.450 -2.599 0.00
H -2.107 -2.452 -3.361 0.00
H -1.501 -3.646 -1.979 0.01
H -3.782 -1.526 -2.776 0.00
```

No. 3
Computed, not measured: a structure of composition C13H16FeN5O6S3, with ωB97M-V/def2-TZVPD.

The multiplicity is 5. Its charge is -1. The frontier orbital gap (spin up / spin down) comes out at 8.0 / 8.0 eV. Its HOMO energy (spin up / spin down) is -5.493 / -5.490 eV.

Geometry as XYZ:
```
44
Properties=species:S:1:pos:R:3:mulliken_spin:R:1
Fe -0.951 -0.193 1.484 3.77
C 3.544 -2.612 -4.869 0.00
C 3.105 -2.024 -3.552 0.00
C 3.984 -1.288 -2.768 0.00
C 3.571 -0.732 -1.562 0.00
C 2.269 -0.919 -1.139 0.00
C 1.374 -1.660 -1.903 0.00
C 1.795 -2.203 -3.102 0.00
S 1.725 -0.228 0.400 0.00
O 2.847 0.472 0.974 0.00
O 1.149 -1.350 1.136 0.02
N 0.493 0.677 0.014 0.05
C 0.271 1.961 0.466 -0.02
C 1.125 3.061 0.370 -0.01
C 0.707 4.258 0.915 0.00
C -0.529 4.348 1.546 0.00
C -1.312 3.211 1.604 0.01
N -0.937 2.060 1.053 0.03
H 4.624 -2.534 -4.995 0.00
H 3.069 -2.092 -5.704 0.00
H 3.266 -3.665 -4.939 0.00
H 5.006 -1.147 -3.100 0.00
H 4.247 -0.156 -0.943 0.00
H 0.361 -1.810 -1.549 0.00
H 1.100 -2.780 -3.701 0.00
H 2.096 2.946 -0.090 0.00
H 1.354 5.126 0.863 0.00
H -0.864 5.268 2.004 0.00
H -2.260 3.185 2.129 0.00
N -4.286 0.802 0.457 0.00
N -4.384 -0.484 1.038 0.01
C -3.480 -1.413 0.677 0.00
N -3.557 -2.592 1.351 0.00
S -2.296 -1.142 -0.503 0.02
H -3.379 1.194 0.714 0.00
H -4.990 1.360 0.923 0.00
H -4.477 -0.444 2.054 0.00
H -3.708 -2.478 2.348 0.00
H -2.727 -3.148 1.201 0.00
O -2.878 0.583 3.074 0.03
S -1.802 -0.152 3.814 -0.03
O -2.108 -0.369 5.207 0.00
O -1.637 -1.460 3.044 0.06
O -0.520 0.562 3.559 0.04
```